No. 1
# C10H26CdCl2N2O3

A molecular structure, C10H26CdCl2N2O3 at a distorted geometry (ωB97M-V/def2-TZVPD, OMol25).

```
44
Properties=species:S:1:pos:R:3:forces:R:3
Cd -25.3463 -2.0540 -24.0361 0.8 -1.2 1.0
Cl -23.2411 -1.5333 -22.8886 0.3 0.2 0.1
Cl -25.4661 -4.5797 -24.2296 -0.1 0.0 -0.1
C -28.3543 -3.0484 -25.3403 -0.3 -0.3 0.3
O -27.2563 -2.1614 -25.4141 -0.5 0.6 -0.3
C -27.0097 -1.7422 -26.7442 0.0 -0.2 -0.1
C -25.7684 -0.8805 -26.7814 0.1 0.3 -0.1
N -24.6385 -1.5263 -26.0996 0.3 0.0 -1.4
C -24.1101 -2.6594 -26.9078 -0.6 0.0 -0.1
C -22.8316 -3.1625 -26.3204 0.6 -0.3 0.4
O -22.1704 -3.8945 -27.3330 0.0 0.0 0.1
C -20.9726 -4.4728 -26.8669 0.2 -0.4 0.1
H -28.0927 -4.0276 -25.7438 0.0 0.0 -0.1
H -29.2275 -2.6237 -25.8475 0.1 0.0 -0.1
H -28.6111 -3.1875 -24.2901 0.1 0.0 0.0
H -27.8524 -1.1484 -27.1146 0.0 -0.1 0.0
H -26.8971 -2.6324 -27.3720 0.0 0.0 -0.1
H -26.0084 0.0757 -26.3112 0.2 -0.1 0.2
H -25.5198 -0.6584 -27.8262 -0.1 -0.1 0.0
H -23.8433 -0.8945 -26.0418 -0.3 0.3 0.3
H -23.9494 -2.3599 -27.9519 0.1 0.2 0.1
H -24.8258 -3.4819 -26.9136 -0.1 0.1 0.1
H -23.0557 -3.7991 -25.4548 0.1 0.0 -0.1
H -22.1981 -2.3440 -25.9421 0.0 0.1 -0.2
H -21.1141 -5.0008 -25.9152 -0.1 0.2 0.0
H -20.1792 -3.7265 -26.7485 -0.1 0.0 0.1
H -20.6420 -5.2239 -27.5851 -0.1 0.2 -0.1
C -28.7132 -0.9792 -21.1469 0.5 -0.4 0.5
C -27.6517 -1.0108 -22.2322 -0.2 0.2 -0.3
C -26.9198 0.3201 -22.3303 -0.2 -0.1 0.1
O -25.9390 0.2317 -23.3358 -0.5 0.0 -0.3
C -25.4478 1.4776 -23.7577 0.3 0.6 0.5
N -26.7223 -2.1506 -22.1455 -0.7 -0.1 0.6
H -29.5575 -0.3458 -21.4034 0.0 0.1 0.1
H -28.2585 -0.6712 -20.1985 -0.2 0.2 -0.1
H -29.0628 -1.9974 -20.9632 -0.2 0.1 -0.2
H -28.1572 -1.1060 -23.1996 0.1 -0.2 0.0
H -26.4786 0.6287 -21.3732 0.1 -0.1 0.0
H -27.6717 1.0675 -22.6199 0.1 0.1 0.1
H -25.0002 1.3660 -24.7406 0.1 0.0 0.0
H -24.6919 1.8535 -23.0570 0.0 -0.1 -0.1
H -26.2500 2.2268 -23.7880 0.0 -0.1 -0.2
H -26.2230 -2.1933 -21.2562 0.3 0.5 -0.2
H -27.2892 -2.9966 -22.0872 0.2 -0.1 -0.5
```
Forces are in eV/Å.

## Properties
F_max = 1.769 eV/Å
LUMO energy = 0.34 eV
HOMO level = -8.51 eV
relative energy (zero: lowest compared OMol25 entry of this formula, charge and spin) = 23.9 kJ/mol


No. 2
# C10H26F6N5OPdS2Sb

A molecular structure, C10H26F6N5OPdS2Sb at a distorted geometry (ωB97M-V/def2-TZVPD, OMol25).

```
52
Properties=species:S:1:pos:R:3:forces:R:3
Pd -0.5455 0.8187 -0.5651 0.0 -0.4 -0.6
N -1.5193 2.1224 -2.1832 0.1 0.2 0.8
C -2.8781 1.5767 -2.2798 -0.6 -0.3 -0.2
C -2.9431 0.4457 -3.3042 0.3 -0.1 0.5
C -2.1314 -0.7813 -2.8932 -0.4 0.0 -0.2
N -0.7179 -0.4527 -2.6840 0.3 0.0 0.1
H -1.5323 3.0118 -1.6866 0.1 0.1 -0.1
H -1.1412 2.3042 -3.1118 0.2 -0.1 0.3
H -3.5928 2.3564 -2.5740 0.2 -0.1 0.1
H -3.1777 1.2109 -1.2836 0.0 0.2 -0.3
H -2.5871 0.8093 -4.2711 -0.1 0.0 -0.1
H -3.9823 0.1431 -3.4305 0.0 0.0 -0.1
H -2.2437 -1.5524 -3.6670 0.0 0.0 0.2
H -2.5194 -1.1775 -1.9499 0.0 -0.1 -0.1
H -0.3228 -0.0563 -3.5338 0.0 0.0 0.1
H -0.1984 -1.2958 -2.4581 0.0 0.1 0.0
F 0.6198 2.6897 0.3579 -1.1 0.7 0.5
Sb -0.7264 4.1430 0.9660 -0.1 -1.2 -1.0
F -1.1918 3.7390 2.7634 0.4 0.0 -0.9
F -1.9633 2.6370 0.4571 0.7 1.2 0.2
F 0.8528 5.0055 1.5749 -1.0 -0.1 -0.3
F -0.5057 4.6218 -0.8949 -0.1 -0.3 0.9
F -2.2160 5.2855 0.9240 0.6 0.1 0.1
C 1.8919 2.7923 4.3662 0.8 0.2 0.4
O 0.7795 2.3582 3.5960 -0.5 -0.4 -0.3
C 0.8375 1.3183 2.8415 0.6 -0.1 0.1
S 2.1384 0.3619 2.4258 -0.4 0.2 0.3
S -0.5875 0.6475 2.2069 -0.2 -0.1 -0.1
H 1.7778 3.8677 4.4843 0.0 -0.1 -0.1
H 2.8356 2.5605 3.8694 -0.1 0.0 0.0
H 1.8405 2.3031 5.3422 0.0 0.0 -0.2
C 1.6079 -3.6949 1.7560 0.2 -0.1 0.2
N 0.5466 -3.2348 0.8805 -0.1 0.2 -0.2
C -0.7560 -3.7588 1.2353 -0.1 0.0 -0.1
C 0.6537 -2.0752 0.1753 -0.1 -0.3 -0.2
N -0.3761 -1.2827 -0.0077 -0.7 0.4 -0.2
N 1.8443 -1.8145 -0.4138 0.0 0.1 0.3
C 2.7383 -2.8684 -0.8473 0.2 -0.3 -0.1
C 2.2418 -0.4958 -0.8566 -0.2 0.5 0.1
H 1.2590 -3.6444 2.7899 0.1 0.0 0.0
H 2.4871 -3.0666 1.6667 0.0 0.0 0.0
H 1.8650 -4.7315 1.5310 0.1 0.0 0.0
H -0.6444 -4.8216 1.4454 0.0 0.0 0.0
H -1.4474 -3.6522 0.4012 0.0 0.0 0.0
H -1.1691 -3.2766 2.1280 0.0 0.0 0.0
H -1.1930 -1.5331 0.5409 0.4 -0.1 0.1
H 2.2903 -3.8453 -0.6922 0.0 0.0 0.0
H 3.6984 -2.8289 -0.3285 0.0 0.0 0.0
H 2.9292 -2.7454 -1.9162 0.0 0.0 0.0
H 1.6131 0.2868 -0.3928 0.6 -0.4 -0.2
H 2.1847 -0.4088 -1.9464 0.0 0.0 0.0
H 3.2764 -0.3216 -0.5533 0.0 0.1 0.0
```
Forces are in eV/Å.

## Properties
F_max = 1.570 eV/Å
LUMO energy (spin up / spin down) = -3.00 / -5.59 eV
multiplicity = 4
<S²> = 3.767
HOMO level (spin up / spin down) = -11.98 / -12.18 eV
relative energy (zero: lowest compared OMol25 entry of this formula, charge and spin) = 230.7 kJ/mol
total charge = +1